(1)
Formula: C30H60O17P
Source: the OMol25 dataset
Level of theory: ωB97M-V/def2-TZVPD

Properties
F_max = 0.0167 Eh/bohr
Multiplicity = 1
Gap between HOMO and LUMO = 4.07 eV
Net charge = -1

```
108
C30H60O17P | the OMol25 dataset | ωB97M-V/def2-TZVPD
O 1.897 -2.086 -13.055
C 1.311 -2.240 -12.016
O 0.650 -1.277 -11.388
C -0.096 -1.681 -10.208
C 0.784 -2.189 -9.070
C 0.242 -1.877 -7.670
C -0.084 -0.398 -7.417
C 1.104 0.511 -7.698
P 1.234 1.981 -6.835
O 1.184 3.291 -7.558
O 0.224 1.905 -5.563
O 2.666 1.991 -5.977
H 1.247 -3.225 -11.514
H -0.650 -0.792 -9.920
H -0.819 -2.440 -10.530
H 1.786 -1.762 -9.185
H 0.882 -3.279 -9.162
H -0.639 -2.508 -7.474
H 1.017 -2.163 -6.952
H -0.399 -0.325 -6.371
H -0.983 -0.128 -8.003
H 1.103 0.840 -8.747
H 0.218 2.744 -5.087
H 3.336 2.251 -6.618
O 1.186 -1.813 -3.955
C 1.727 -1.023 -3.227
O 1.001 -0.444 -2.247
C 1.606 0.309 -1.182
C 1.943 1.741 -1.549
C 3.158 -0.598 -3.410
H 2.475 -0.226 -0.790
H 0.846 0.294 -0.402
H 2.717 1.807 -2.312
H 2.296 2.256 -0.653
H 1.062 2.253 -1.932
H 3.179 0.245 -4.106
H 3.705 -1.427 -3.855
H 3.646 -0.316 -2.479
O 3.900 -1.497 1.323
C 4.746 -2.092 0.707
O 4.662 -2.088 -0.629
C 5.675 -2.627 -1.491
C 5.497 -4.115 -1.706
C 5.830 -2.888 1.400
H 6.669 -2.376 -1.119
H 5.535 -2.098 -2.431
H 5.614 -4.677 -0.779
H 6.235 -4.479 -2.422
H 4.501 -4.314 -2.102
H 5.441 -3.888 1.599
H 6.044 -2.405 2.350
H 6.753 -2.985 0.834
O 0.747 -0.087 6.932
C 1.618 -0.666 6.336
O 1.542 -0.739 4.997
C 2.607 -1.247 4.171
C 2.540 -2.752 4.038
C 2.746 -1.363 7.060
H 3.573 -0.907 4.545
H 2.457 -0.776 3.204
H 2.676 -3.253 4.998
H 3.315 -3.091 3.352
H 1.571 -3.047 3.636
H 2.415 -2.370 7.313
H 2.934 -0.821 7.984
H 3.669 -1.434 6.491
O -1.654 0.633 1.781
C -2.117 0.744 2.885
O -3.379 1.227 2.997
C -4.076 1.242 4.250
C -3.741 2.470 5.069
C -1.321 0.431 4.129
H -3.894 0.324 4.807
H -5.131 1.245 3.978
H -2.685 2.487 5.340
H -4.330 2.478 5.987
H -3.956 3.374 4.499
H -0.751 1.314 4.416
H -0.616 -0.358 3.888
H -1.917 0.118 4.981
O -4.526 0.226 7.837
C -4.694 1.030 8.712
O -5.585 2.026 8.500
C -5.961 2.961 9.517
C -5.004 4.132 9.598
C -3.884 1.008 9.986
H -6.073 2.458 10.478
H -6.951 3.300 9.215
H -4.003 3.813 9.891
H -5.360 4.857 10.331
H -4.932 4.624 8.628
H -2.961 1.559 9.806
H -3.627 -0.026 10.196
H -4.384 1.436 10.850
O -1.201 2.728 -2.527
C -2.239 2.146 -2.373
O -3.393 2.839 -2.540
C -4.669 2.197 -2.534
C -5.215 2.024 -1.131
C -2.277 0.700 -1.944
H -4.625 1.249 -3.072
H -5.309 2.863 -3.112
H -4.582 1.368 -0.534
H -6.218 1.594 -1.168
H -5.268 2.990 -0.629
H -2.230 0.672 -0.853
H -1.385 0.220 -2.340
H -3.154 0.152 -2.274
```



(2)
Formula: C38H49AuCl2O4S3SiTe
Source: the OMol25 dataset
Level of theory: ωB97M-V/def2-TZVPD

Properties
F_max = 0.0077 Eh/bohr
Multiplicity = 3
Gap between HOMO and LUMO (spin up / spin down) = 7.34 / 5.58 eV
<S²> = 2.014

```
99
C38H49AuCl2O4S3SiTe | the OMol25 dataset | ωB97M-V/def2-TZVPD
Au -0.971 0.336 -0.686
Cl -0.552 -0.034 1.999
C -1.233 -1.639 2.164
C -1.294 -2.115 3.463
C -1.792 -3.381 3.708
C -2.223 -4.151 2.641
C -2.156 -3.649 1.356
Cl -2.718 -4.686 0.077
C -1.662 -2.368 1.047
S -1.642 -1.891 -0.645
H -0.946 -1.485 4.269
H -1.846 -3.762 4.718
H -2.619 -5.145 2.794
C -2.751 6.183 -3.244
C -2.477 5.992 -1.760
C -1.006 6.239 -1.452
C -3.368 6.899 -0.920
O -2.835 4.634 -1.473
Si -2.327 3.589 -0.327
S -0.427 2.746 -0.770
O -2.308 4.426 1.068
C -1.819 4.313 2.410
C -0.374 3.836 2.435
C -1.926 5.716 2.992
C -2.713 3.338 3.164
O -3.337 2.316 -0.338
C -4.767 2.173 -0.413
C -5.428 3.168 0.530
C -5.217 2.404 -1.849
C -5.044 0.741 0.016
H -2.509 7.200 -3.554
H -3.802 5.994 -3.460
H -2.149 5.486 -3.829
H -0.732 7.255 -1.737
H -0.376 5.540 -2.004
H -0.807 6.118 -0.386
H -3.131 7.948 -1.104
H -3.225 6.687 0.139
H -4.416 6.732 -1.172
H 0.271 4.512 1.871
H -0.278 2.839 2.008
H -0.024 3.801 3.468
H -1.271 6.400 2.450
H -1.639 5.722 4.044
H -2.951 6.078 2.909
H -2.644 2.338 2.729
H -3.752 3.666 3.126
H -2.407 3.278 4.210
H -5.152 4.193 0.274
H -5.131 2.974 1.561
H -6.513 3.082 0.462
H -4.927 3.397 -2.191
H -6.302 2.309 -1.916
H -4.768 1.663 -2.511
H -4.745 0.589 1.054
H -4.475 0.045 -0.602
H -6.106 0.509 -0.080
O 1.698 0.057 -0.459
S 2.603 1.075 0.158
C 4.015 0.109 0.762
C 3.462 -0.986 1.631
C 3.403 -2.289 1.157
C 2.813 -3.287 1.921
C 2.276 -2.986 3.163
C 2.334 -1.684 3.643
C 2.924 -0.691 2.879
C 3.391 1.942 -1.231
C 3.961 1.021 -2.261
C 3.113 0.253 -3.056
C 3.638 -0.642 -3.974
C 5.013 -0.775 -4.114
C 5.864 -0.007 -3.332
C 5.338 0.884 -2.407
H 4.662 0.791 1.318
H 4.550 -0.289 -0.101
H 3.792 -2.517 0.173
H 2.760 -4.297 1.537
H 1.803 -3.760 3.753
H 1.909 -1.441 4.608
H 2.952 0.328 3.250
H 4.139 2.613 -0.803
H 2.569 2.548 -1.620
H 2.042 0.347 -2.939
H 2.966 -1.235 -4.581
H 5.421 -1.473 -4.833
H 6.936 -0.101 -3.439
H 6.004 1.481 -1.795
Te -1.536 1.360 -3.164
C -0.424 0.463 -4.713
C -0.502 -0.912 -4.916
C 0.187 -1.489 -5.974
C 0.956 -0.701 -6.818
C 1.047 0.667 -6.603
C 0.360 1.252 -5.549
H -1.088 -1.535 -4.252
H 0.125 -2.557 -6.134
H 1.493 -1.155 -7.641
H 1.658 1.279 -7.252
H 0.438 2.319 -5.385
```



(3)
Formula: C21H51ClN3O10PS
Source: the OMol25 dataset
Level of theory: ωB97M-V/def2-TZVPD

Properties
F_max = 0.0259 Eh/bohr
Multiplicity = 1
Gap between HOMO and LUMO = 8.73 eV

```
88
C21H51ClN3O10PS | the OMol25 dataset | ωB97M-V/def2-TZVPD
O 4.449 -4.606 1.654
C 3.857 -3.573 1.480
C 2.462 -3.553 0.867
N 1.834 -2.245 0.967
C 0.980 -1.914 1.890
N 0.645 -2.775 2.958
C 0.780 -1.776 4.078
C 0.201 -2.223 5.416
C 1.299 -2.526 6.446
C 2.395 -3.449 5.894
S 3.988 -2.613 5.551
C 0.360 -0.405 3.441
C 1.495 0.594 3.778
O 2.280 0.814 2.846
O 1.463 0.972 4.944
P -1.261 0.354 4.021
O -2.207 -0.214 2.793
Cl -0.918 2.255 3.364
N 0.390 -0.710 1.986
H 4.284 -2.593 1.771
H 2.508 -3.851 -0.180
H 1.864 -4.280 1.413
H 2.057 -1.519 0.287
H -0.344 -3.004 2.837
H 1.862 -1.671 4.191
H -0.466 -1.460 5.819
H -0.400 -3.125 5.252
H 1.712 -1.576 6.789
H 0.821 -3.012 7.299
H 2.072 -3.889 4.949
H 2.634 -4.261 6.578
H 3.538 -1.352 5.540
H -1.877 -1.089 2.552
H 0.977 0.027 1.567
C 2.892 4.615 4.804
C 2.213 4.264 6.116
O 0.947 3.661 5.918
H 2.261 5.288 4.222
H 3.856 5.099 4.974
H 3.058 3.714 4.210
H 2.033 5.163 6.708
H 2.857 3.597 6.702
H 1.086 2.844 5.412
C 0.087 1.440 -2.232
C 0.746 1.017 -0.937
O 1.606 -0.123 -1.134
H -0.494 0.617 -2.650
H -0.575 2.290 -2.065
H 0.827 1.726 -2.979
H 0.002 0.714 -0.204
H 1.328 1.839 -0.512
H 2.273 0.128 -1.781
C -0.743 3.713 -6.608
C -0.203 2.298 -6.700
O -0.302 1.612 -5.449
H -0.201 4.276 -5.848
H -0.645 4.230 -7.564
H -1.800 3.712 -6.328
H 0.848 2.307 -6.966
H -0.740 1.735 -7.471
H -1.232 1.583 -5.203
C -4.544 -2.185 0.725
C -3.245 -2.466 0.001
O -2.449 -3.435 0.700
H -4.332 -1.842 1.738
H -5.133 -1.427 0.211
H -5.152 -3.089 0.798
H -2.628 -1.569 -0.058
H -3.437 -2.815 -1.018
H -2.963 -4.246 0.761
C 4.274 3.520 -9.503
C 3.616 2.879 -8.297
O 2.454 2.130 -8.649
H 3.569 4.175 -10.016
H 5.145 4.107 -9.207
H 4.602 2.759 -10.215
H 3.276 3.640 -7.595
H 4.328 2.231 -7.775
H 2.720 1.436 -9.259
C -7.809 -0.602 -2.584
C -7.083 -1.925 -2.433
O -7.299 -2.518 -1.156
H -7.495 0.095 -1.807
H -7.609 -0.154 -3.558
H -8.889 -0.741 -2.489
H -6.005 -1.781 -2.514
H -7.390 -2.619 -3.222
H -8.243 -2.673 -1.055
```



(4)
Formula: C4H7OP
Source: the OMol25 dataset
Level of theory: ωB97M-V/def2-TZVPD

Properties
F_max = 0.0786 Eh/bohr
Multiplicity = 1
Gap between HOMO and LUMO (spin up / spin down) = 7.60 / 7.61 eV

```
13
C4H7OP | the OMol25 dataset | ωB97M-V/def2-TZVPD
C 1.006 -0.371 -0.909
C -0.026 0.559 -0.928
C 0.761 -1.477 -0.171
C -0.680 -1.621 0.286
O -2.699 0.413 0.031
P -1.277 0.101 0.094
H 1.897 -0.153 -1.368
H 0.223 1.593 -1.408
H 1.399 -2.216 0.111
H 0.808 4.087 1.561
H -1.387 -2.468 0.056
H -0.511 -1.813 1.408
H 0.486 3.366 1.237
```



(5)
Formula: C35H20AsCl2F5IN2Tc
Source: the OMol25 dataset
Level of theory: ωB97M-V/def2-TZVPD

Properties
F_max = 0.0457 Eh/bohr
Multiplicity = 2
Gap between HOMO and LUMO (spin up / spin down) = 6.93 / 6.42 eV
Net charge = +1
<S²> = 1.169

```
67
C35H20AsCl2F5IN2Tc | the OMol25 dataset | ωB97M-V/def2-TZVPD
Tc 0.010 0.278 0.106
F 3.033 1.068 -0.532
C 2.524 1.961 0.344
C 1.212 1.834 0.779
C 0.801 2.790 1.692
F -0.463 2.771 2.165
C 1.618 3.803 2.158
F 1.168 4.693 3.039
C 2.924 3.881 1.702
F 3.728 4.837 2.142
C 3.383 2.949 0.788
F 4.639 3.009 0.353
Cl -3.982 2.515 -0.767
C -2.816 2.373 -2.027
C -3.013 2.966 -3.263
C -2.060 2.830 -4.264
C -0.898 2.102 -4.040
C -0.722 1.537 -2.798
Cl 0.686 0.581 -2.404
C -1.657 1.650 -1.774
N -1.391 1.022 -0.571
H -3.917 3.531 -3.438
H -2.226 3.289 -5.227
H -0.152 1.982 -4.813
I 3.552 -4.110 -2.312
C 2.957 -3.067 -0.615
C 3.531 -3.310 0.624
C 3.091 -2.574 1.711
C 2.098 -1.632 1.531
N 1.540 -1.401 0.335
C 1.971 -2.104 -0.722
H 4.306 -4.056 0.737
H 3.514 -2.725 2.694
H 1.748 -1.031 2.362
H 1.507 -1.901 -1.677
C 0.917 -0.821 6.415
C 0.338 -1.920 5.794
C -0.275 -1.781 4.557
C -0.301 -0.532 3.945
C 0.281 0.572 4.561
C 0.886 0.425 5.801
As -1.130 -0.306 2.225
C -1.937 -1.982 1.731
C -1.312 -3.163 1.359
C -2.084 -4.231 0.921
C -3.465 -4.098 0.845
C -4.086 -2.912 1.208
C -3.326 -1.840 1.658
C -3.852 -0.523 2.086
C -5.195 -0.177 2.158
C -5.561 1.083 2.611
C -4.597 2.005 2.998
C -3.250 1.676 2.919
C -2.894 0.421 2.461
H 1.388 -0.934 7.381
H 0.355 -2.888 6.277
H -0.739 -2.636 4.081
H 0.256 1.545 4.084
H 1.330 1.283 6.286
H -0.234 -3.263 1.421
H -1.612 -5.162 0.640
H -4.064 -4.929 0.500
H -5.163 -2.830 1.140
H -5.959 -0.887 1.872
H -6.609 1.344 2.671
H -4.893 2.980 3.357
H -2.497 2.398 3.204
```



(6)
Formula: C5H10ClN
Source: the OMol25 dataset
Level of theory: ωB97M-V/def2-TZVPD

Properties
F_max = 0.1033 Eh/bohr
Multiplicity = 1
SMILES = CC1(C)N[C@H]1CCl
Gap between HOMO and LUMO = 10.07 eV

```
17
C5H10ClN | the OMol25 dataset | ωB97M-V/def2-TZVPD
C 0.634 -1.352 0.334
C 0.441 0.108 0.371
C 1.146 0.825 1.673
N 0.640 0.866 -0.823
C -0.795 0.666 -0.330
C -1.919 0.050 -1.208
Cl -1.242 -0.321 -2.872
H 1.625 -1.758 0.597
H -0.070 -1.795 0.951
H 0.298 -1.866 -0.657
H 1.146 1.965 1.610
H 2.175 0.601 1.453
H 0.725 0.567 2.713
H 0.810 0.233 -1.566
H -1.018 1.659 -0.023
H -2.772 0.732 -1.403
H -1.822 -1.181 -0.816
```



(7)
Formula: C55H43ClO4P2S2Sn
Source: the OMol25 dataset
Level of theory: ωB97M-V/def2-TZVPD

Properties
F_max = 0.0325 Eh/bohr
Multiplicity = 1
Gap between HOMO and LUMO = 4.21 eV
Net charge = +2

```
108
C55H43ClO4P2S2Sn | the OMol25 dataset | ωB97M-V/def2-TZVPD
Sn 0.064 0.629 -0.314
O 2.044 -1.076 -0.266
S 1.177 -2.076 0.451
C 2.273 -2.748 1.737
C 3.158 -3.759 1.431
C 3.957 -4.389 2.395
C 3.843 -3.985 3.699
C 4.512 -4.457 4.948
C 4.004 -3.511 6.056
C 3.050 -2.587 5.371
C 2.294 -1.544 5.843
C 1.523 -0.823 4.928
C 1.464 -1.119 3.573
P 0.594 0.103 2.524
C 1.617 1.609 2.731
C 1.588 2.468 3.825
C 2.348 3.626 3.813
C 3.130 3.944 2.714
C 3.201 3.070 1.640
C 2.459 1.903 1.655
C -0.997 0.374 3.412
C -1.769 -0.792 3.593
C -3.088 -0.725 4.046
C -3.681 0.479 4.288
C -2.986 1.748 4.034
C -1.576 1.597 3.623
C 2.194 -2.226 3.055
C 2.988 -2.909 4.004
C 1.024 -3.517 -0.626
C 0.699 -4.685 0.039
C 0.553 -5.920 -0.603
C 0.791 -5.970 -1.953
C 0.774 -7.110 -2.920
C 1.085 -6.475 -4.294
C 1.248 -5.016 -4.018
C 1.472 -3.955 -4.856
C 1.400 -2.670 -4.315
C 1.221 -2.419 -2.962
P 0.756 -0.704 -2.585
C -0.606 -0.376 -3.751
C -0.622 0.664 -4.674
C -1.787 0.930 -5.371
C -2.936 0.191 -5.130
C -2.918 -0.858 -4.222
C -1.757 -1.137 -3.532
C 2.117 0.423 -3.008
C 3.377 -0.001 -3.413
C 4.370 0.936 -3.644
C 4.125 2.285 -3.443
C 2.873 2.711 -3.026
C 1.869 1.786 -2.805
C 1.126 -3.498 -2.041
C 1.079 -4.777 -2.641
H 3.232 -4.094 0.406
H 4.631 -5.176 2.098
H 5.595 -4.420 4.847
H 4.248 -5.496 5.150
H 4.820 -2.950 6.512
H 3.507 -4.058 6.856
H 2.302 -1.256 6.882
H 0.951 0.019 5.293
H 0.982 2.242 4.689
H 2.327 4.288 4.665
H 3.696 4.862 2.700
H 3.829 3.293 0.791
H 2.568 1.188 0.848
H -1.330 -1.751 3.347
H -3.648 -1.636 4.191
H -4.698 0.525 4.650
H -3.056 2.390 4.926
H -1.020 2.506 3.433
H 0.579 -4.647 1.113
H 0.285 -6.794 -0.031
H -0.200 -7.602 -2.911
H 1.514 -7.863 -2.649
H 0.277 -6.641 -5.008
H 1.990 -6.893 -4.735
H 1.634 -4.085 -5.913
H 1.460 -1.824 -4.987
H 0.269 1.252 -4.847
H -1.803 1.734 -6.092
H -3.853 0.440 -5.639
H -3.814 -1.431 -4.039
H -1.731 -1.936 -2.797
H 3.577 -1.054 -3.551
H 5.346 0.614 -3.974
H 4.910 3.006 -3.608
H 2.685 3.762 -2.870
H 0.865 2.118 -2.521
Cl -0.590 3.314 0.812
C -3.549 4.844 4.119
C -3.321 4.017 2.895
C -3.808 2.599 2.953
C -3.723 1.888 1.638
C -3.063 2.373 0.600
C -2.364 3.671 0.634
C -2.736 4.510 1.804
S -2.712 1.299 -0.786
O -2.130 0.115 -0.053
O -3.867 0.995 -1.543
O -1.603 1.934 -1.510
H -4.547 4.694 4.524
H -3.419 5.898 3.905
H -2.820 4.585 4.889
H -4.843 2.600 3.310
H -4.205 0.925 1.549
H -2.439 4.186 -0.325
H -2.449 5.550 1.758
```



no.,DFT total energy (Eh)
1,-2799.65568
2,-4586.69345
3,-2947.11639
4,-573.09263
5,-5488.95282
6,-711.34909
7,-4575.66824